# 1
C29H26N2O5 | ωB97M-V/def2-TZVPD

Element x y z (Å)
O 1.909 3.432 1.611
O 1.708 0.450 -2.008
O -3.403 -2.788 0.213
O 3.191 1.812 -0.146
O 2.202 0.087 0.861
N -9.533 -0.611 1.065
N -2.278 -0.310 -1.221
C 9.006 -2.154 0.605
C -2.855 -1.498 -1.812
C -6.100 -0.407 1.579
C -4.355 0.176 0.027
C -2.260 1.357 0.477
C 2.002 3.425 -1.448
C 5.042 -0.758 -0.241
C 3.208 0.687 0.558
C -8.423 -0.428 0.850
C -0.268 0.920 -0.815
C -4.763 -0.207 1.303
C 4.611 0.232 0.857
C -0.880 1.671 0.251
C -5.313 0.390 -0.964
C -6.653 0.198 -0.695
C -7.052 -0.211 0.578
C 1.140 1.113 -1.163
C 8.818 -1.042 -0.198
C -2.923 0.412 -0.234
C -2.591 -2.739 -0.932
C -0.183 2.565 1.007
C 1.216 2.804 0.831
C -0.975 -0.044 -1.463
C 1.865 2.262 -0.463
C 6.430 -1.261 0.034
C 7.538 -0.598 -0.479
C -4.678 -3.346 0.008
C 7.909 -2.819 1.124
C 6.630 -2.374 0.841
H 2.588 4.212 -0.980
H -0.654 3.056 1.845
H -2.792 1.907 1.238
H -2.398 -1.653 -2.792
H -4.018 -0.370 2.066
H -5.007 0.731 -1.943
H -3.930 -1.368 -1.941
H -6.417 -0.714 2.565
H -7.396 0.364 -1.461
H 1.018 3.809 -1.707
H 9.670 -0.519 -0.606
H -5.154 -3.385 0.985
H -4.602 -4.360 -0.400
H -1.559 -2.706 -0.570
H 4.334 -1.589 -0.260
H 2.510 3.080 -2.346
H 5.278 1.093 0.869
H 10.005 -2.502 0.825
H 8.050 -3.688 1.751
H 4.626 -0.265 1.827
H -2.727 -3.644 -1.540
H -5.295 -2.740 -0.665
H -0.485 -0.632 -2.227
H 5.775 -2.895 1.247
H 5.005 -0.253 -1.208
H 7.394 0.270 -1.107

Total charge   0
Energy relative to the best compared isomer or geometry (same formula, charge and spin)   40.3 kcal per mole
Molecular weight   482.5 g mol⁻¹
Kohn-Sham gap   7.3 eV
LUMO   -0.56 eV
Calculated total energy   -1606.4005 a.u.


# 2
C2H9N3O | ωB97M-V/def2-TZVPD

Element x y z (Å)
O 2.035 -2.812 0.714
N -3.107 0.525 0.099
N 2.270 -1.188 -0.901
N -3.198 2.748 -0.335
C -2.485 1.663 0.084
C 2.602 -1.531 0.463
H -4.133 2.728 -0.688
H 2.408 -3.070 1.552
H 3.690 -1.605 0.428
H -2.650 3.593 -0.455
H -1.411 1.651 0.257
H 1.322 -1.362 -1.196
H 2.262 -0.779 1.178
H -2.346 -0.163 0.091
H 2.741 -0.397 -1.290

Total charge   -1
Energy relative to the best compared isomer or geometry (same formula, charge and spin)   25.7 kcal per mole
Molecular weight   91.1 g mol⁻¹
Kohn-Sham gap (alpha / beta)   2.6 / 9.4 eV
LUMO (alpha / beta)   3.72 / 3.98 eV
Calculated total energy   -321.0237 a.u.
Multiplicity   2


# 3
C2H6BrO2P | ωB97M-V/def2-TZVPD

Element x y z (Å)
Br 2.252 1.506 -0.376
P 0.976 -0.039 0.406
O -0.461 0.428 -0.049
O 1.048 0.196 2.494
C 1.247 -1.774 -0.279
C -1.170 1.470 0.648
H 2.136 -1.844 -0.966
H 1.256 -2.448 0.535
H -1.560 2.180 -0.150
H -0.413 2.046 1.308
H -1.990 0.941 1.230
H 0.333 -1.747 -0.937

Total charge   0
Energy relative to the best compared isomer or geometry (same formula, charge and spin)   95.3 kcal per mole
Molecular weight   172.9 g mol⁻¹
Kohn-Sham gap (alpha / beta)   8.9 / 8.9 eV
LUMO (alpha / beta)   0.14 / 0.14 eV
Calculated total energy   -3145.5550 a.u.


# 4
C34H57N3O3PmSi | ωB97M-V/def2-TZVPD

Element x y z (Å)
Pm 0.303 0.569 -0.321
Si 1.070 3.856 -3.246
O -1.361 2.415 0.286
O 0.138 -2.852 -2.820
O 0.253 5.314 -0.163
N 2.356 -0.300 0.313
N 0.061 -0.511 -2.279
N -0.262 -1.295 1.045
C -2.693 -1.782 -0.393
C -0.197 -0.701 3.841
C -3.918 -1.149 1.726
C 0.429 -2.438 1.162
C 2.361 5.186 -2.978
C -0.612 4.557 -3.691
C 3.030 1.414 2.502
C 0.100 -1.689 -2.573
C -3.920 -0.774 3.073
C 3.536 1.693 1.118
C 1.564 5.684 0.309
C 4.479 2.176 -1.487
C -2.145 3.951 2.081
C -2.717 -1.342 1.045
C -2.529 2.692 -0.572
C -0.566 6.432 -0.553
C 1.668 2.688 -4.594
C -0.823 7.425 0.566
C 3.267 0.781 0.070
C 3.782 0.998 -1.233
C 0.833 2.805 -1.670
C 1.730 5.322 1.767
C 1.795 -2.561 0.876
C 4.676 3.122 -0.478
C 2.723 -1.546 0.620
C -1.589 2.588 1.731
C -1.498 -0.809 3.108
C 4.189 -1.882 0.697
C -1.505 -1.141 1.738
C -0.251 -3.666 1.707
C -3.798 2.032 -0.084
C 4.224 2.865 0.820
C -2.712 -0.610 3.757
C 3.503 0.017 -2.335
H -2.063 4.102 3.163
H 1.802 2.728 -1.134
H -1.067 5.065 -2.831
H 1.020 5.882 2.390
H 4.186 0.207 -3.175
H -4.856 -1.308 1.187
H -1.597 4.753 1.566
H 2.477 0.083 -2.736
H -3.691 0.947 0.024
H -1.222 6.934 1.463
H 0.232 -1.690 4.060
H 1.134 1.728 -4.565
H -1.509 5.983 -0.896
H 5.215 4.049 -0.695
H 2.743 5.586 2.095
H -0.614 2.412 2.211
H -0.535 5.278 -4.516
H -2.244 2.325 -1.569
H 3.060 0.344 2.745
H 2.738 5.537 -3.948
H -3.646 -2.275 -0.634
H 4.874 2.353 -2.494
H 2.200 -3.562 0.997
H 0.356 -4.540 1.446
H -2.696 -0.333 4.812
H 4.680 -1.809 -0.283
H 2.300 5.147 -0.307
H -4.587 2.211 -0.819
H -3.207 4.004 1.827
H 1.737 6.766 0.174
H 1.570 4.248 1.927
H -0.351 -0.200 4.805
H 4.719 -1.219 1.395
H 1.498 3.149 -5.578
H -0.314 -3.619 2.805
H 2.744 2.486 -4.494
H 0.561 -0.131 3.285
H 4.414 3.590 1.616
H 4.292 -2.912 1.058
H 3.217 4.817 -2.399
H -1.289 3.749 -4.006
H -4.138 2.436 0.871
H -2.269 1.782 2.040
H -1.562 8.152 0.216
H 3.651 -1.020 -2.008
H -2.566 -0.935 -1.091
H 1.937 6.047 -2.449
H -1.263 -3.808 1.305
H -4.865 -0.637 3.598
H 0.540 1.836 -2.160
H 3.641 1.947 3.243
H 0.089 7.970 0.832
H 1.990 1.759 2.646
H -0.099 6.951 -1.411
H -1.891 -2.502 -0.611
H 0.036 3.218 -0.971
H -2.618 3.788 -0.627

Total charge   +1
Molecular weight   728.9 g mol⁻¹
Kohn-Sham gap (alpha / beta)   8.3 / 8.5 eV
LUMO (alpha / beta)   -2.35 / -2.19 eV
Calculated total energy   -2617.5243 a.u.
Multiplicity   5


# 5
C3H6N4O | ωB97M-V/def2-TZVPD

Element x y z (Å)
O -1.328 0.077 -2.130
N 1.611 1.513 0.480
N 1.058 -0.443 0.199
N 0.657 1.394 1.323
N 1.963 0.439 -0.188
C -1.032 -0.464 1.512
C 0.228 0.155 1.117
C -0.538 -0.822 -2.393
H 2.115 2.468 0.541
H -1.862 0.034 0.880
H -0.946 -1.934 -2.393
H 0.457 -0.589 -2.845
H -0.968 -1.524 1.273
H -1.413 -0.305 2.623

Total charge   0
Energy relative to the best compared isomer or geometry (same formula, charge and spin)   75.2 kcal per mole
Molecular weight   114.1 g mol⁻¹
Kohn-Sham gap   11.0 eV
LUMO   0.96 eV
Calculated total energy   -412.0891 a.u.


# 6
C5H2 | ωB97M-V/def2-TZVPD

Element x y z (Å)
C -1.030 0.103 0.047
C 2.605 0.633 0.013
C -1.928 -0.843 -0.094
C 1.407 0.326 -0.110
C -2.323 0.587 -0.018
H -2.238 -1.871 -0.137
H 3.507 1.065 0.299

Total charge   0
Energy relative to the best compared isomer or geometry (same formula, charge and spin)   99.2 kcal per mole
Molecular weight   62.1 g mol⁻¹
Kohn-Sham gap (alpha / beta)   8.0 / 7.8 eV
LUMO (alpha / beta)   -2.31 / -2.27 eV
Calculated total energy   -191.3214 a.u.